# 1
107
Properties=species:S:1:pos:R:3:mulliken_charge:R:1 method="wB97M-V/def2-TZVPD" de_lowest_kj_mol=208.2 charge=-1 lumo_energy_ha=0.076 energy_ha=-8226.5944 gap_ev=5.710 homo_ev=-3.6
Ba 0.75 -0.07 0.44 1.294
C 2.95 2.38 1.41 0.875
C 2.10 2.67 0.30 -0.224
C 0.87 3.16 0.83 1.079
C 0.95 3.13 2.24 0.078
C 2.23 2.64 2.59 0.765
C 2.71 2.41 4.00 -1.571
C -0.11 3.53 3.23 -1.559
C -0.24 3.78 0.00 -1.225
C 2.54 2.86 -1.13 -1.347
C 4.38 1.92 1.34 -1.759
H 3.67 1.88 4.01 0.348
H 2.00 1.81 4.58 0.314
H 2.85 3.35 4.54 0.376
H 0.32 4.17 4.01 0.365
H -0.54 2.66 3.74 0.179
H -0.92 4.08 2.75 0.389
H -0.46 3.20 -0.90 0.012
H 0.03 4.79 -0.33 0.364
H -1.17 3.86 0.57 0.199
H 1.68 2.88 -1.81 0.231
H 3.21 2.07 -1.48 0.328
H 3.07 3.81 -1.27 0.265
H 4.53 0.96 1.84 0.250
H 5.05 2.64 1.82 0.337
H 4.71 1.81 0.30 0.375
C -3.37 0.50 2.23 -1.170
C -3.36 1.09 0.85 0.508
C -4.35 2.02 0.44 -0.939
C -4.27 2.59 -0.79 -1.150
C -3.21 2.25 -1.66 1.246
C -2.98 2.85 -2.92 -0.189
Br -4.15 4.21 -3.57 -0.283
C -1.89 2.52 -3.67 -0.451
C -0.98 1.57 -3.19 0.171
Br 0.59 1.25 -4.19 -0.161
C -1.12 0.93 -1.96 1.260
O -0.25 0.09 -1.48 -1.517
C -2.28 1.29 -1.19 -0.764
N -2.39 0.73 0.05 0.377
H -4.22 0.86 2.81 0.457
H -2.46 0.78 2.76 0.133
H -3.41 -0.59 2.18 0.135
H -5.15 2.28 1.12 0.462
H -5.00 3.31 -1.11 0.352
H -1.72 3.00 -4.62 0.528
Te 2.12 -1.04 3.14 -0.372
C 2.32 -3.16 3.14 0.012
C 1.65 -3.93 4.11 -0.520
C 1.92 -5.28 4.27 -0.437
C 2.86 -5.91 3.47 -0.519
C 3.51 -5.18 2.48 -0.423
C 3.25 -3.82 2.33 -0.325
H 0.93 -3.44 4.76 0.376
H 1.40 -5.85 5.04 0.337
H 3.09 -6.97 3.61 0.372
H 4.24 -5.66 1.84 0.379
H 3.79 -3.25 1.58 0.362
C -3.52 -3.21 -2.00 -1.640
P -1.86 -2.43 -1.58 0.310
C -1.03 -3.76 -0.62 0.665
C -1.30 -3.71 0.76 -0.909
C -0.75 -4.63 1.63 -0.566
C 0.11 -5.61 1.15 -0.678
C 0.41 -5.66 -0.20 -1.210
C -0.17 -4.75 -1.08 0.347
C -1.02 -2.44 -3.21 1.724
C 0.36 -2.61 -3.33 -0.820
C 0.98 -2.57 -4.57 -0.930
C 0.25 -2.30 -5.72 -0.601
C -1.11 -2.02 -5.60 -0.644
C -1.73 -2.08 -4.36 -1.095
P -4.06 -4.89 -2.61 -0.562
C -4.34 -5.85 -1.07 0.436
C -4.83 -7.15 -1.24 -0.352
C -5.09 -7.97 -0.16 -0.543
C -4.89 -7.50 1.13 -0.541
C -4.44 -6.20 1.32 -0.620
C -4.18 -5.38 0.23 0.071
C -2.58 -5.75 -3.30 0.489
C -2.14 -5.32 -4.55 -0.387
C -1.05 -5.90 -5.18 -0.477
C -0.40 -6.97 -4.58 -0.617
C -0.86 -7.45 -3.35 -0.506
C -1.93 -6.84 -2.71 -0.128
H -3.94 -2.52 -2.73 0.850
H -4.13 -3.04 -1.11 0.930
H -1.95 -2.92 1.14 0.428
H -0.97 -4.57 2.70 0.460
H 0.56 -6.32 1.84 0.478
H 1.10 -6.40 -0.58 0.483
H 0.05 -4.83 -2.14 0.531
H 0.96 -2.77 -2.45 0.563
H 2.05 -2.74 -4.64 0.419
H 0.73 -2.27 -6.69 0.421
H -1.69 -1.75 -6.48 0.402
H -2.79 -1.85 -4.29 0.267
H -4.99 -7.51 -2.25 0.364
H -5.45 -8.98 -0.32 0.383
H -5.08 -8.14 1.98 0.379
H -4.29 -5.82 2.33 0.385
H -3.83 -4.37 0.41 0.110
H -2.66 -4.50 -5.05 0.483
H -0.71 -5.52 -6.13 0.393
H 0.45 -7.44 -5.06 0.383
H -0.36 -8.29 -2.88 0.396
H -2.24 -7.21 -1.75 0.291

***

# 2
11
Properties=species:S:1:pos:R:3:nbo_charge:R:1 method="wB97M-V/def2-TZVPD" de_lowest_kj_mol=442.0 charge=0 lumo_energy_ha="-0.009 / -0.009" energy_ha=-695.6636 gap_ev="7.286 / 7.288" homo_ev="-7.5 / -7.5"
C -0.94 1.20 0.08 -0.290
C 0.31 0.66 0.29 0.032
N -2.02 0.56 0.14 0.077
N -3.15 0.48 0.07 0.073
N 0.46 -0.65 0.19 -0.267
N 1.82 -1.21 -0.02 -0.633
S -0.70 -1.86 0.23 -0.179
H -0.93 2.23 0.08 0.236
H 1.19 1.24 0.06 0.209
H 1.75 -2.16 -0.51 0.399
H 2.22 -0.49 -0.62 0.343

***

# 3
72
Properties=species:S:1:pos:R:3:mulliken_charge:R:1 method="wB97M-V/def2-TZVPD" de_lowest_kj_mol=314.9 charge=-1 s_squared=3.763 lumo_energy_ha="0.081 / 0.006" energy_ha=-4287.5133 gap_ev="6.076 / 3.956" homo_ev="-3.9 / -3.8" multiplicity=4
C 2.83 4.37 -0.17 -1.557
C 2.03 3.41 0.66 0.646
H 3.79 4.58 0.33 0.407
H 2.27 5.30 -0.29 0.217
H 3.02 3.93 -1.16 0.383
C 1.55 3.67 1.89 0.603
C 1.68 4.98 2.58 -1.729
H 1.03 2.88 2.44 0.282
H 1.23 5.77 1.95 0.221
H 2.74 5.24 2.77 0.379
H 1.13 4.95 3.53 0.389
Co -0.83 6.71 -2.44 0.283
Cl -0.31 5.59 -0.67 -0.187
Cl -1.19 0.25 -1.89 -0.072
H -2.59 -3.81 -2.74 0.300
H -1.66 -3.39 -5.69 0.327
C -2.48 -2.74 -2.95 -0.808
C -1.53 -2.39 -5.23 -0.978
N -1.32 -2.47 -3.80 0.374
H -2.38 -2.19 -2.01 0.153
C -0.08 -2.64 -3.30 0.042
O 0.14 -2.93 -2.12 -0.740
H -0.67 -1.91 -5.69 0.317
H 0.71 -2.49 -4.06 0.319
H -3.37 -2.39 -3.49 0.329
H -2.44 -1.81 -5.43 0.300
H -1.09 3.52 1.52 -0.037
H -0.83 3.25 3.80 0.053
C -1.94 2.83 1.46 -0.240
C -1.69 2.58 3.90 -0.785
N -1.96 1.95 2.61 0.401
H -1.79 2.16 0.61 -0.583
C -2.70 0.78 2.53 -0.144
O -3.09 0.28 1.49 -0.524
H -1.45 1.80 4.62 0.378
H -2.89 0.35 3.53 0.331
H -2.88 3.40 1.36 0.717
H -2.56 3.16 4.24 0.329
O 0.21 2.22 -0.42 -0.688
C 1.58 2.09 0.01 -0.281
C 0.73 0.61 1.87 0.746
C 1.78 0.98 1.04 0.248
H -0.29 0.81 1.54 0.020
C 0.98 0.05 3.12 -0.783
H 2.15 1.86 -0.89 0.722
C 3.08 0.52 1.34 -0.663
H 0.15 -0.10 3.80 0.393
C 2.28 -0.33 3.48 -0.887
C 3.30 -0.12 2.56 -0.710
H 3.86 0.73 0.60 0.416
H 2.47 -0.78 4.45 0.335
H 4.31 -0.47 2.79 0.351
Si -0.57 2.30 -1.83 1.498
Cl -1.41 7.30 -4.30 -0.366
C -2.44 2.82 -1.58 -1.147
C 0.98 1.76 -2.92 -1.810
C -0.70 3.56 -3.31 -1.250
H -2.74 3.10 -0.58 0.295
H -3.08 1.97 -1.84 0.426
H -2.80 3.65 -2.19 0.425
H -1.40 4.40 -3.22 -0.039
H -1.14 2.89 -4.05 0.260
H 0.27 3.92 -3.69 0.311
H 1.43 0.81 -2.60 0.227
H 1.70 2.58 -2.87 0.292
H 0.65 1.68 -3.96 0.472
C -0.40 -2.09 0.87 -0.442
O 0.86 -1.90 0.24 -0.517
H -1.12 -1.31 0.58 -0.032
H -0.24 -2.02 1.96 0.257
H -0.82 -3.08 0.64 0.373
H 0.77 -2.27 -0.67 0.449

***

# 4
21
Properties=species:S:1:pos:R:3:nbo_charge:R:1 method="wB97M-V/def2-TZVPD" de_lowest_kj_mol=144.6 charge=+1 lumo_energy_ha=-0.128 energy_ha=-457.0945 gap_ev=9.699 homo_ev=-13.2
N 0.28 0.39 -1.22 -0.706
C 0.49 -0.97 -0.59 -0.321
C 1.66 -1.04 0.34 0.622
N 1.38 -1.38 1.63 -0.588
C 0.15 -1.51 2.34 -0.432
O 2.83 -0.81 0.06 -0.564
H 0.64 0.36 -2.18 0.444
H 0.81 1.11 -0.73 0.465
H -0.77 0.61 -1.19 0.479
H -0.39 -1.29 -0.02 0.234
H 0.66 -1.67 -1.41 0.257
H 2.15 -1.66 2.23 0.424
H 0.17 -0.88 3.26 0.221
H -0.05 -2.52 2.78 0.219
H -0.74 -1.24 1.82 0.192
H -2.60 1.11 -2.57 0.510
H -3.17 0.19 -1.43 0.516
O -2.40 0.70 -1.73 -0.977
H -0.73 2.96 -0.92 0.461
H -0.35 4.17 -0.01 0.501
O -0.01 3.39 -0.45 -0.959